DFT (the ωB97M-V functional and the def2-TZVPD basis) results for a 14-piece molecular cluster, C50H88F24O34S6 overall.

## Properties
HOMO energy	-10.83	eV
E	-253117.494	eV
HOMO-LUMO gap	10.736	eV

```
202
Properties=species:S:1:pos:R:3:forces:R:3
O -1.2595 0.6471 -3.8445 -1.6823 -1.9217 -3.2161
S -2.0608 -0.2144 -4.7772 1.2478 0.0857 1.0659
O -3.2524 0.2679 -5.4693 1.6979 -0.4307 1.0567
O -1.0639 -0.9222 -5.9559 -0.7419 1.3987 2.2265
C -1.7339 -1.6570 -6.9815 1.0974 -1.0167 -1.4524
C -0.6285 -2.5624 -7.6120 -0.5232 -0.1018 0.4930
C -2.4961 -1.6727 -3.7760 -0.7105 0.6127 -1.2622
H -2.1016 -0.9708 -7.7444 -0.3979 -0.0361 0.2881
H -2.4985 -2.3251 -6.5852 -0.2444 0.3584 0.0463
H -0.2229 -3.1631 -6.7980 0.5961 0.3387 0.0921
H 0.1151 -2.0006 -8.1773 0.1341 0.0923 0.4550
H -0.9668 -3.3499 -8.2854 -0.7282 0.3500 -0.1940
H -1.6620 -2.1816 -3.2928 0.0116 0.5285 0.0434
H -3.0140 -2.3384 -4.4664 0.0877 -0.1570 0.0553
H -3.2737 -1.2641 -3.1306 0.2852 -0.1372 0.4336
O 3.0138 -1.4327 7.5644 2.2514 1.4401 -2.2452
S 4.0514 -0.6795 6.8186 0.2742 -0.9623 0.5368
O 5.3973 -0.5873 7.4064 -2.3062 0.1592 -1.1061
O 4.2355 -1.3359 5.2830 -1.5790 0.2258 1.6969
C 5.0071 -0.7062 4.2524 0.9561 -0.3404 -0.0967
C 5.2575 -1.7660 3.1770 0.1077 0.1890 -0.2824
C 3.4017 0.9421 6.3435 0.7894 -0.1376 0.2154
H 5.9004 -0.3247 4.7469 0.3614 -0.1521 -0.3095
H 4.5669 0.1332 3.7141 -0.6750 0.2104 0.6421
H 6.0826 -1.4782 2.5254 0.4222 0.0818 0.3467
H 4.4444 -1.7978 2.4518 -0.4662 -0.1395 0.3391
H 5.4320 -2.7646 3.5776 0.0565 0.1365 0.0742
H 3.2253 1.5672 7.2189 -0.2698 -0.4431 0.1554
H 2.5234 0.8103 5.7115 0.0390 -0.0713 0.1771
H 4.2064 1.4489 5.8107 -0.0357 -0.1506 -0.2812
O -5.6328 7.5224 -0.2906 -0.0008 -2.0134 1.3567
S -5.8402 6.1806 0.2401 1.3084 0.3736 0.3821
O -6.2135 5.1354 -0.6677 0.0564 0.1389 0.3589
O -4.4365 5.6868 1.0467 -1.4604 1.3552 -1.1898
C -4.3530 4.3297 1.4683 0.3235 -0.9981 -0.0115
C -2.9975 4.1076 2.0820 0.4160 0.4654 0.3890
C -6.9622 6.1947 1.6541 0.6013 0.6106 -0.3017
H -4.3588 3.6240 0.6377 -0.7696 0.2824 -0.3358
H -5.1255 4.0964 2.2011 -0.2516 -0.0621 -0.1938
H -2.7253 3.0524 2.1038 -0.1771 -0.0510 -0.0725
H -2.9499 4.4732 3.1077 0.1476 0.1714 -0.0493
H -2.2794 4.6355 1.4545 0.2442 -0.0380 0.1445
H -7.8728 6.6794 1.3020 -0.1485 -0.4802 0.0520
H -6.5349 6.8248 2.4341 0.1763 0.0769 -0.2016
H -7.0494 5.1851 2.0557 -0.3628 0.0778 -0.3996
O 5.0537 3.0296 3.8503 -1.1323 0.3306 -0.8350
S 4.1879 3.8035 2.9931 -1.6445 1.5997 -2.3029
O 3.9592 3.5280 1.5447 0.7751 0.3821 3.3288
O 2.6902 3.8853 3.6877 2.4377 -0.8464 0.3744
C 1.5736 4.3305 2.9402 -1.5274 1.2984 0.1463
C 0.5350 4.8701 3.9597 -0.0519 -1.0258 0.7303
C 4.6471 5.5893 3.1436 -0.3401 -0.9831 0.0924
H 1.1703 3.5250 2.3264 0.0231 0.0500 0.1392
H 1.8276 5.1726 2.2965 0.3024 -0.1874 -0.2598
H 0.8653 5.6883 4.5997 0.3615 0.3964 -0.6177
H 0.3025 4.1273 4.7227 0.1720 -0.5714 -0.1670
H -0.4545 5.0917 3.5598 0.3149 0.2373 -0.5625
H 3.9748 6.1790 2.5206 0.0273 -0.2473 -0.0844
H 5.6822 5.7335 2.8338 -0.0972 -0.1861 0.0557
H 4.4856 5.8614 4.1867 0.2133 -0.1071 -0.0405
O 0.2251 1.1888 3.3127 0.0243 -0.9220 -0.4674
S 0.7423 0.0800 2.5335 2.3259 -0.3369 0.0250
O 1.1893 -1.1503 3.2425 -1.7143 2.1902 -1.8996
O -0.3400 -0.2542 1.3199 1.6781 -0.4764 1.8633
C -0.5742 0.8795 0.4656 -0.5526 -0.0651 -0.6910
C -1.6634 0.5233 -0.4950 -0.9101 -0.1645 -0.9735
C 2.2743 0.7449 1.6090 -1.3328 -0.6520 0.4417
H 0.2934 1.0346 -0.1759 0.3331 0.4830 0.5290
H -0.8731 1.7203 1.0916 0.3825 0.1878 -0.1466
H -1.3438 -0.1498 -1.2905 0.2762 -0.4536 0.3709
H -1.9669 1.3751 -1.1035 0.0500 0.4208 0.3904
H -2.5797 0.1400 -0.0461 0.1250 -0.0274 0.2427
H 3.1090 0.8288 2.3050 -0.3929 -0.1251 0.2488
H 2.0491 1.7348 1.2121 -0.1061 -0.1487 0.0543
H 2.5462 0.0369 0.8261 -0.1921 -0.0045 0.0552
O 2.7035 -1.9153 -0.4254 -2.1442 -1.3873 -3.4456
S 1.9120 -2.4690 -1.5835 1.7308 0.7368 0.6441
O 0.4780 -2.2182 -1.6974 1.9322 -0.3355 0.1852
O 2.6917 -1.9550 -2.9959 -0.9984 0.1004 3.1575
C 2.0162 -2.0946 -4.2239 0.0051 -0.6201 -2.1046
C 2.8993 -2.9954 -5.0900 0.6846 0.4490 0.5808
C 2.2980 -4.2623 -1.7759 -0.2938 1.2793 0.3611
H 1.8741 -1.1337 -4.7182 0.2037 0.2715 0.3815
H 1.0204 -2.5374 -4.2021 -0.1017 0.0185 0.7513
H 3.9460 -2.7437 -4.9192 0.0868 0.5018 -0.1086
H 2.7191 -2.8387 -6.1535 -0.2777 -0.5656 0.0784
H 2.8882 -4.0146 -4.7038 -0.5422 -0.2731 -0.6229
H 1.9831 -4.7430 -0.8497 -0.1795 -0.1176 -0.2175
H 3.3735 -4.3566 -1.9262 -0.0988 0.1841 0.0958
H 1.7596 -4.5922 -2.6643 -0.1059 -0.1014 0.2348
C 1.5350 -4.5899 3.9050 -0.7166 0.7243 -1.0729
C 2.0808 -4.2602 2.4881 -0.3446 0.8199 1.8689
O 2.8040 -5.3726 2.0251 1.1780 -1.9100 -1.0082
C 2.2573 -6.3606 1.3258 -2.7275 1.9449 -0.4363
O 1.1387 -6.2752 0.8357 1.7301 -0.8471 0.3870
C 3.1801 -7.5776 1.2261 1.1534 -0.0334 -0.4911
F 2.8765 -8.4452 2.1996 0.1128 0.1303 -0.6639
F 3.1498 -8.1986 0.0035 -0.3335 0.7299 1.6068
F 4.4456 -7.1344 1.4142 -0.4398 -0.7166 -0.1598
H 2.2799 -4.8937 4.6404 0.1076 0.3115 -0.2230
H 0.7369 -5.3320 3.8862 0.1525 -0.3398 -0.3026
H 0.9961 -3.6826 4.1783 0.4068 0.1311 0.5364
H 2.8282 -3.4682 2.5348 0.0185 -0.0850 0.2566
H 1.3121 -3.8331 1.8441 -0.1663 -0.7453 -0.3194
C -3.8488 3.4368 -5.0691 -0.3576 1.2233 1.6869
C -3.7182 3.1726 -3.5157 0.9627 -0.1663 -1.7510
O -5.0245 3.1379 -2.9978 -2.9925 -2.1991 2.6594
C -5.3873 2.1945 -2.0085 2.2238 -0.0440 -0.8167
O -4.6076 1.4416 -1.4321 -1.7131 1.6308 -1.3330
C -6.9300 2.1353 -1.5958 -0.7166 -0.4273 -2.1607
F -7.4986 0.8777 -1.7503 1.2742 1.2465 -0.5812
F -7.0378 2.3972 -0.3441 0.1578 0.5660 1.9222
F -7.7062 2.9934 -2.2914 0.7193 -0.5392 0.1813
H -2.8822 3.6140 -5.5406 0.0809 -0.9917 -0.0910
H -4.2764 4.4338 -5.1759 -0.3856 0.1467 0.1974
H -4.5772 2.7742 -5.5365 0.6886 -0.3580 -0.1200
H -3.1916 3.9973 -3.0353 0.0054 -0.0477 -0.0260
H -3.1857 2.2418 -3.3206 -0.0616 0.0221 0.0795
C 7.3124 -1.6984 -1.4853 -1.5846 0.6569 -0.3799
C 6.1132 -0.8276 -0.9987 0.2764 -1.0559 0.9027
O 6.4787 0.5359 -1.0367 0.2075 2.8306 1.7016
C 6.0564 1.3977 -0.0154 -2.0152 -3.2595 -0.4245
O 5.1360 1.1550 0.7507 2.2642 0.3379 -1.4364
C 6.8130 2.7175 -0.0113 1.0819 -0.9021 -1.7843
F 6.1480 3.6199 -0.6974 -0.7396 0.7728 -0.4260
F 6.9615 3.1321 1.2122 0.7258 0.3320 0.7659
F 8.0095 2.5695 -0.6821 -0.7371 0.2467 1.3206
H 8.2402 -1.1545 -1.3080 -0.0483 -0.2177 0.0736
H 7.1905 -1.9138 -2.5468 0.3402 -0.0698 0.0051
H 7.2451 -2.6224 -0.9111 0.3884 -0.0430 -0.1856
H 5.9636 -1.1582 0.0291 -0.3109 0.4787 0.2313
H 5.1417 -0.9247 -1.4833 0.2205 -0.4013 -0.3791
C 2.6304 1.9141 -1.8900 -0.4558 -0.1511 0.6087
C 3.6268 1.6614 -2.9706 1.2431 -0.4253 1.0988
O 3.0759 1.5444 -4.2645 -1.2321 1.3103 -2.8876
C 2.8788 2.6274 -5.0717 2.0478 3.1574 2.6837
O 3.1808 3.8108 -4.7683 -1.2274 -4.2389 -0.8891
C 2.3955 2.3863 -6.5241 -0.7296 -0.0391 0.3273
F 1.3708 3.2285 -6.7669 -0.1594 -0.9595 0.3095
F 3.3358 2.7539 -7.3608 1.0595 -0.0778 -0.4547
F 2.0737 1.1037 -6.8001 -0.2064 0.8154 0.3384
H 1.8947 1.1110 -1.9349 -0.6022 0.4043 -0.1629
H 2.2344 2.9293 -1.8638 -0.3637 -0.2742 -0.3990
H 3.0565 1.7882 -0.8947 0.5928 -0.0199 -0.0962
H 4.0302 0.6580 -2.8345 0.1049 -0.0008 0.1353
H 4.4734 2.3429 -2.8874 -0.0942 0.3077 -0.6002
C -0.6576 -3.0567 6.4744 0.4678 -1.7633 0.5379
C -1.4639 -3.0519 5.2040 -1.2969 1.7379 -0.7397
O -1.9717 -4.2891 4.7358 -2.8873 -2.5634 -1.1924
C -3.2006 -4.3398 3.9841 1.1300 3.4729 0.9869
O -3.8302 -3.3617 3.5675 1.8805 -2.9616 1.3532
C -3.5626 -5.8090 3.6215 -0.7535 1.2842 2.8006
F -3.0402 -6.0143 2.4919 1.3590 -0.9681 -3.3550
F -3.0466 -6.6756 4.5002 -0.5006 -0.0320 0.0784
F -4.8906 -5.9648 3.5208 0.3236 -0.0378 0.4136
H 0.0214 -3.9093 6.4590 0.4203 0.0764 -0.1687
H -1.2312 -3.2695 7.3765 -0.4939 0.2574 -0.1537
H -0.0590 -2.1690 6.6787 -0.1999 0.1217 -0.5325
H -0.9230 -2.6899 4.3296 0.1911 0.7207 0.3662
H -2.3766 -2.4832 5.3820 0.2654 0.7738 -0.2693
C 3.9366 5.5984 -1.9514 -0.0473 -1.0772 -0.2207
C 2.7255 6.3578 -1.4750 2.5859 1.1233 0.9609
O 1.5921 5.8606 -2.1210 -1.8718 -0.3540 0.3002
C 0.7683 5.1012 -1.4239 1.0488 -2.1593 4.1196
O 0.9208 4.6037 -0.2691 -0.0552 2.3436 -3.7575
C -0.4801 4.6423 -2.1571 0.4456 -0.2008 -0.0475
F -0.5843 3.3162 -2.0169 0.0326 -0.0354 -0.4449
F -1.5656 5.1635 -1.5923 -0.2001 0.4504 -0.2723
F -0.3864 4.9611 -3.4443 -0.6665 -0.1331 -0.1190
H 3.7869 4.5334 -1.7741 -0.1658 -0.1277 -0.1434
H 4.8745 5.7817 -1.4271 -0.1684 0.6850 -0.0648
H 4.0129 5.7531 -3.0277 0.3763 -0.1250 0.0610
H 2.9007 7.3926 -1.7691 -0.6835 0.1006 -0.2351
H 2.6886 6.3804 -0.3859 -0.6392 -0.4476 -0.0256
C -5.2179 -0.3677 1.6108 1.9408 2.0403 0.1586
C -5.9133 -1.1804 0.5456 0.6600 -0.2218 1.6599
O -7.2253 -0.6331 0.5343 -2.8459 -1.5804 0.0541
C -8.2665 -1.5186 0.5828 1.5267 -2.1811 -0.5848
O -8.1785 -2.7332 0.7250 -0.1717 2.6361 0.0026
C -9.6173 -0.8882 0.1832 -0.1482 -0.4597 1.0494
F -9.9165 -1.2859 -1.0587 0.1882 0.6394 0.0442
F -10.6275 -1.3048 0.9716 0.4415 -0.1542 -0.0974
F -9.5585 0.4249 0.3187 -0.1997 0.5333 -0.6850
H -4.5128 -0.8358 2.2977 -0.1279 -0.9200 -0.3601
H -5.8705 0.1762 2.2938 -0.5678 -0.2447 -0.3492
H -4.5993 0.4134 1.1691 -0.0617 0.3138 -0.2067
H -5.7691 -2.1660 0.9881 -1.1678 -0.5813 -0.8474
H -5.5973 -1.1345 -0.4966 0.5932 0.1385 0.3210
C -2.6148 -3.4833 -0.2652 -0.5076 -1.7936 0.7518
C -1.4501 -4.5208 -0.0595 -0.3321 1.1563 -0.7740
O -1.7638 -5.9034 0.2102 -1.2587 -2.2782 0.2686
C -2.4250 -6.7739 -0.6056 -0.3040 5.0647 -3.4390
O -2.8806 -6.3913 -1.7163 1.3849 -1.9306 3.5454
C -2.5995 -8.2183 -0.1318 -0.6620 0.4699 0.1890
F -3.9312 -8.4635 -0.1539 0.6857 -0.1124 0.3668
F -2.0187 -9.0237 -1.0011 0.2593 -0.3980 -0.2149
F -2.1061 -8.4562 1.0807 -0.2560 0.0373 -0.1964
H -3.2112 -3.3789 0.6412 0.0598 -0.2535 0.3162
H -3.2944 -3.9411 -0.9839 0.0172 0.5007 -0.3739
H -2.3420 -2.4510 -0.4845 0.6412 -0.3649 -0.4606
H -0.8726 -4.2370 0.8203 0.1745 -0.1376 -0.2386
H -0.8396 -4.5253 -0.9625 0.1897 0.1232 0.1081
```
Forces are in eV/Å.